1.
Density functional theory data (the ωB97M-V functional and the def2-TZVPD basis) for C21H42AsN6PPdSi3 as an isolated structure.

Calculated values
spin multiplicity: 5
HOMO level (spin up / spin down): -19.70 / -19.84 eV
electronic energy: -128600.880 eV
LUMO (spin up / spin down): -10.834 / -14.544 eV
charge: +4
<S²>: 6.02
relative energy (zero: lowest compared OMol25 entry of this formula, charge and spin): 0.0 kcal/mol

Cartesian coordinates (Å):
Pd1 0.09 0.46 -0.31
C1 -2.14 5.62 -2.06
N1 -1.03 4.69 -1.74
C2 0.26 4.96 -1.86
C3 0.95 3.76 -1.42
N2 0.06 2.85 -1.06
C4 -1.15 3.40 -1.25
P1 -2.79 2.54 -1.01
C5 -2.50 1.83 0.63
N3 -1.50 1.02 1.02
C6 -1.75 0.68 2.31
C7 -2.91 1.29 2.71
N4 -3.37 2.00 1.66
C8 -4.61 2.80 1.66
C9 -2.36 1.12 -2.06
N5 -1.33 0.29 -1.88
C10 -1.37 -0.61 -2.91
C11 -2.44 -0.32 -3.71
N6 -3.05 0.77 -3.16
C12 -4.27 1.40 -3.70
H1 -1.72 6.57 -2.36
H2 -2.76 5.75 -1.18
H3 -2.72 5.20 -2.88
H4 0.65 5.90 -2.22
H5 2.03 3.62 -1.39
H6 -1.10 0.03 2.87
H7 -3.43 1.26 3.65
H8 -5.06 2.71 2.65
H9 -5.30 2.42 0.92
H10 -4.38 3.85 1.47
H11 -0.66 -1.41 -3.02
H12 -2.81 -0.80 -4.60
H13 -4.60 0.81 -4.55
H14 -4.05 2.41 -4.04
H15 -5.05 1.40 -2.95
C13 4.08 -0.63 -1.34
Si1 3.21 -2.25 -1.01
C14 4.19 -3.55 -0.13
C15 2.11 -2.86 -2.38
As1 1.52 -1.24 0.62
Si2 2.69 -0.03 2.53
C16 3.18 1.57 1.71
C17 1.44 0.13 3.88
C18 4.03 -1.28 2.83
Si3 -0.33 -3.65 1.11
C19 -1.21 -3.07 2.62
C20 1.02 -4.87 1.35
C21 -1.24 -3.58 -0.48
H16 4.69 -0.76 -2.24
H17 4.75 -0.36 -0.53
H18 3.38 0.19 -1.54
H19 4.94 -3.93 -0.83
H20 3.58 -4.40 0.17
H21 4.73 -3.16 0.73
H22 2.70 -3.03 -3.29
H23 1.33 -2.14 -2.63
H24 1.65 -3.82 -2.12
H25 2.34 1.98 1.14
H26 4.04 1.45 1.05
H27 3.45 2.30 2.48
H28 0.72 0.92 3.70
H29 2.00 0.41 4.79
H30 0.94 -0.81 4.11
H31 4.89 -1.13 2.17
H32 3.68 -2.31 2.73
H33 4.39 -1.17 3.86
H34 -0.55 -2.73 3.41
H35 -1.71 -3.97 3.00
H36 -1.98 -2.33 2.41
H37 1.87 -4.47 1.90
H38 1.35 -5.31 0.42
H39 0.61 -5.67 1.98
H40 -1.53 -2.55 -0.73
H41 -2.16 -4.15 -0.35
H42 -0.68 -4.01 -1.31

Here is what Löwdin gives for the atomic charges, in e:
1 Pd 0.648
2 C 0.051
3 N -0.059
4 C 0.120
5 C 0.029
6 N 0.048
7 C -0.311
8 P 1.206
9 C -0.460
10 N -0.050
11 C -0.105
12 C 0.012
13 N -0.101
14 C 0.023
15 C -0.456
16 N -0.066
17 C -0.092
18 C 0.012
19 N -0.096
20 C 0.027
21 H 0.119
22 H 0.109
23 H 0.109
24 H 0.176
25 H 0.145
26 H 0.081
27 H 0.153
28 H 0.112
29 H 0.102
30 H 0.101
31 H 0.098
32 H 0.154
33 H 0.113
34 H 0.100
35 H 0.103
36 C -0.201
37 Si 0.417
38 C -0.171
39 C -0.194
40 As 0.852
41 Si 0.401
42 C -0.202
43 C -0.198
44 C -0.200
45 Si 0.687
46 C -0.165
47 C -0.169
48 C -0.171
49 H 0.066
50 H 0.037
51 H 0.018
52 H 0.072
53 H 0.025
54 H 0.032
55 H 0.065
56 H 0.001
57 H 0.035
58 H -0.005
59 H 0.037
60 H 0.062
61 H 0.025
62 H 0.068
63 H 0.030
64 H 0.047
65 H 0.025
66 H 0.065
67 H 0.041
68 H 0.079
69 H 0.036
70 H 0.041
71 H 0.051
72 H 0.077
73 H 0.015
74 H 0.074
75 H 0.043

2.
Density functional theory data (the ωB97M-V functional and the def2-TZVPD basis) for C10H16Cl4O5Pb as an isolated structure in a non-equilibrium geometry.

Calculated values
spin multiplicity: 1
HOMO level (spin up / spin down): -1.70 / -0.48 eV
electronic energy: -76198.538 eV
LUMO (spin up / spin down): 5.273 / 4.354 eV
charge: -2
relative energy (zero: lowest compared OMol25 entry of this formula, charge and spin): 0.8 kcal/mol

Cartesian coordinates (Å):
C1 -0.46 0.80 -2.65
C2 -1.32 -0.33 -2.55
C3 -0.51 -1.48 -2.32
C4 -2.78 -0.33 -2.74
C5 0.84 -1.08 -2.39
C6 0.89 0.33 -2.62
C7 2.08 1.17 -2.78
C8 -0.94 2.18 -2.84
C9 -1.02 -2.85 -2.15
C10 2.00 -1.99 -2.29
Pb1 -0.09 0.49 1.99
Cl1 -2.61 0.36 1.11
Cl2 -0.16 2.95 0.31
Cl3 1.10 -1.66 1.18
H1 -3.21 0.66 -2.49
H2 -3.26 -1.10 -2.13
H3 -3.04 -0.53 -3.79
H4 -1.93 -2.87 -1.54
H5 -0.29 -3.48 -1.64
H6 -1.26 -3.32 -3.11
H7 1.87 -2.57 -1.37
H8 2.92 -1.40 -2.21
H9 2.10 -2.67 -3.15
H10 2.96 0.54 -2.58
H11 2.03 1.99 -2.03
H12 2.22 1.61 -3.79
H13 -1.82 2.38 -2.21
H14 -1.24 2.38 -3.88
H15 -0.16 2.91 -2.60
O1 1.59 2.35 -0.08
H16 2.18 2.90 0.48
O2 -0.80 -0.60 5.09
Cl4 0.24 0.32 5.52
O3 -0.28 1.41 6.30
O4 1.32 -0.37 6.21
O5 0.85 0.90 4.25

Here is what Löwdin gives for the atomic charges, in e:
1 C -0.218
2 C -0.187
3 C -0.231
4 C -0.047
5 C -0.206
6 C -0.177
7 C -0.060
8 C -0.104
9 C -0.069
10 C -0.072
11 Pb 0.792
12 Cl -0.426
13 Cl 0.102
14 Cl -0.296
15 H 0.072
16 H 0.072
17 H 0.085
18 H 0.072
19 H 0.066
20 H 0.069
21 H 0.033
22 H 0.060
23 H 0.080
24 H 0.060
25 H 0.051
26 H 0.081
27 H 0.061
28 H 0.067
29 H 0.052
30 O -0.686
31 H -0.035
32 O -0.385
33 Cl 0.673
34 O -0.359
35 O -0.367
36 O -0.622

3.
Density functional theory data (the ωB97M-V functional and the def2-TZVPD basis) for a 2-piece molecular cluster, C7H10N2O2S overall in a non-equilibrium geometry.

Calculated values
spin multiplicity: 1
HOMO level: -8.78 eV
electronic energy: -25327.392 eV
LUMO: 0.833 eV
charge: 0
relative energy (zero: lowest compared OMol25 entry of this formula, charge and spin): 109.5 kcal/mol

Cartesian coordinates (Å):
C1 3.55 -0.31 0.06
C2 2.96 -0.44 1.29
C3 2.74 0.05 -1.02
C4 1.57 -0.42 1.42
C5 1.44 0.34 -0.82
C6 0.75 0.02 0.37
C7 -3.54 2.25 -0.59
N1 -1.08 -1.62 -1.13
N2 -4.07 1.25 -0.10
O1 -1.65 -1.95 1.15
O2 -0.57 0.30 0.66
S1 -1.74 -0.85 -0.04
H1 4.53 -0.13 -0.19
H2 3.40 -0.82 2.19
H3 3.23 -0.12 -1.94
H4 1.30 -0.63 2.41
H5 0.86 0.58 -1.70
H6 -3.75 3.23 -0.31
H7 -2.66 2.08 -1.10
H8 -1.17 -2.68 0.92
H9 -1.20 -1.40 -2.11
H10 -4.91 1.25 0.58

Here is what Löwdin gives for the atomic charges, in e:
1 C -0.090
2 C -0.077
3 C -0.093
4 C -0.011
5 C -0.039
6 C -0.339
7 C -0.141
8 N -0.278
9 N -0.009
10 O -0.250
11 O -0.290
12 S 0.957
13 H 0.080
14 H 0.097
15 H 0.096
16 H 0.093
17 H 0.103
18 H 0.046
19 H 0.030
20 H 0.005
21 H 0.021
22 H 0.089

4.
Density functional theory data (the ωB97M-V functional and the def2-TZVPD basis) for C61H61CrF6Ge2N3O5S7 as an isolated structure in a non-equilibrium geometry.

Calculated values
spin multiplicity: 3
HOMO level (spin up / spin down): -2.93 / -2.95 eV
electronic energy: -312567.286 eV
LUMO (spin up / spin down): 3.263 / 3.707 eV
charge: -2
<S²>: 2.18

Cartesian coordinates (Å):
Cr1 -0.14 1.16 2.48
C1 -4.01 -5.14 3.23
C2 -2.69 -4.82 2.57
C3 -2.53 -4.95 1.19
C4 -1.30 -4.73 0.58
C5 -1.15 -4.96 -0.90
C6 -0.21 -4.35 1.38
C7 -0.36 -4.20 2.76
C8 0.80 -3.85 3.66
C9 -1.61 -4.42 3.33
C10 1.15 -4.32 0.77
C11 1.91 -5.46 1.04
C12 3.19 -5.61 0.52
C13 3.69 -4.62 -0.30
C14 2.95 -3.49 -0.60
C15 1.66 -3.31 -0.06
Ge1 0.80 -1.50 -0.11
S1 0.59 -0.93 1.97
S2 1.72 -0.10 -1.60
Ge2 -0.31 0.92 -1.26
S3 0.19 2.26 0.40
S4 -1.31 -1.10 -0.91
C16 -1.01 1.68 -3.03
C17 -1.25 0.91 -4.19
C18 -1.82 1.49 -5.32
C19 -2.15 2.82 -5.38
C20 -1.88 3.61 -4.29
C21 -1.32 3.07 -3.13
C22 -1.04 4.11 -2.11
C23 0.25 4.64 -2.01
C24 1.39 4.04 -2.78
C25 0.47 5.71 -1.15
C26 -0.56 6.27 -0.42
C27 -0.32 7.41 0.53
C28 -1.84 5.74 -0.55
C29 -2.09 4.65 -1.37
C30 -3.47 4.05 -1.47
C31 -0.93 -0.53 -4.49
C32 0.26 -0.80 -5.16
C33 1.35 0.24 -5.26
C34 0.42 -2.03 -5.80
C35 -0.56 -3.00 -5.75
C36 -0.37 -4.33 -6.44
C37 -1.73 -2.72 -5.06
C38 -1.95 -1.49 -4.46
C39 -3.30 -1.18 -3.86
C40 3.60 -2.57 -1.59
C41 4.42 -1.52 -1.19
C42 4.58 -1.12 0.25
C43 5.10 -0.80 -2.18
C44 4.97 -1.11 -3.52
C45 5.68 -0.30 -4.58
C46 4.15 -2.17 -3.89
C47 3.46 -2.90 -2.94
C48 2.56 -4.05 -3.34
H1 -4.75 -5.47 2.51
H2 -4.39 -4.27 3.76
H3 -3.88 -5.93 3.97
H4 -3.38 -5.26 0.58
H5 -2.02 -5.49 -1.30
H6 -0.25 -5.53 -1.12
H7 -1.07 -4.00 -1.43
H8 1.63 -3.41 3.12
H9 1.16 -4.76 4.16
H10 0.50 -3.14 4.42
H11 -1.72 -4.29 4.40
H12 1.49 -6.22 1.68
H13 3.77 -6.49 0.75
H14 4.68 -4.72 -0.73
H15 -2.00 0.85 -6.18
H16 -2.59 3.24 -6.27
H17 -2.09 4.67 -4.31
H18 1.12 3.88 -3.83
H19 1.67 3.07 -2.36
H20 2.27 4.69 -2.74
H21 1.47 6.10 -1.05
H22 0.70 7.79 0.44
H23 -0.48 7.09 1.55
H24 -1.02 8.23 0.33
H25 -2.66 6.16 0.03
H26 -4.12 4.48 -0.72
H27 -3.42 2.98 -1.29
H28 -3.91 4.21 -2.46
H29 0.96 1.20 -5.60
H30 2.14 -0.10 -5.94
H31 1.80 0.39 -4.28
H32 1.33 -2.21 -6.35
H33 0.57 -4.36 -6.99
H34 -1.19 -4.53 -7.14
H35 -0.36 -5.14 -5.71
H36 -2.52 -3.47 -5.03
H37 -3.99 -2.01 -4.03
H38 -3.72 -0.27 -4.29
H39 -3.20 -1.03 -2.79
H40 4.01 -1.75 0.93
H41 4.23 -0.10 0.39
H42 5.63 -1.15 0.55
H43 5.73 0.03 -1.88
H44 6.45 0.33 -4.14
H45 4.98 0.34 -5.11
H46 6.16 -0.95 -5.32
H47 4.05 -2.43 -4.94
H48 2.71 -4.31 -4.38
H49 1.52 -3.76 -3.21
H50 2.74 -4.93 -2.72
F1 4.38 2.01 4.31
C49 4.65 0.69 4.28
F2 5.78 0.54 3.56
F3 4.93 0.31 5.53
S5 3.22 -0.30 3.51
O1 1.36 1.51 3.28
O2 3.83 -1.64 3.47
N1 2.22 -0.27 4.80
S6 1.01 0.77 4.88
O3 -0.36 0.35 4.29
O4 1.08 2.06 5.57
C50 0.50 -0.13 6.50
F4 1.39 0.00 7.49
F5 0.27 -1.46 6.37
F6 -0.67 0.39 6.97
O5 -2.02 1.01 1.89
N2 -3.20 0.94 2.49
C51 -3.57 -0.28 2.96
C52 -4.80 -0.49 3.51
C53 -5.70 0.59 3.58
C54 -5.32 1.80 3.10
C55 -4.03 2.04 2.53
S7 -3.59 3.54 1.93
H51 -2.81 -1.04 2.87
H52 -5.07 -1.46 3.88
H53 -6.68 0.45 4.00
H54 -5.98 2.65 3.11
C56 -1.49 6.37 5.96
C57 -1.18 5.17 5.11
C58 -0.29 5.23 4.05
C59 -0.10 4.12 3.24
N3 -0.76 2.98 3.44
C60 -1.59 2.90 4.49
C61 -1.82 3.96 5.33
H55 -0.75 7.16 5.81
H56 -1.53 6.11 7.01
H57 -2.47 6.77 5.68
H58 0.27 6.14 3.85
H59 0.58 4.14 2.40
H60 -2.07 1.95 4.65
H61 -2.50 3.84 6.17

These are the Löwdin partial charges, in e, on atoms 1 to 99:
1 Cr 0.321
2 C -0.058
3 C -0.275
4 C -0.017
5 C -0.206
6 C -0.037
7 C -0.148
8 C -0.217
9 C -0.045
10 C -0.008
11 C -0.214
12 C -0.032
13 C -0.064
14 C -0.040
15 C -0.220
16 C -0.177
17 Ge 0.105
18 S 0.410
19 S 0.323
20 Ge 0.136
21 S 0.332
22 S 0.252
23 C -0.153
24 C -0.202
25 C -0.060
26 C -0.074
27 C -0.046
28 C -0.211
29 C -0.194
30 C -0.245
31 C -0.029
32 C -0.023
33 C -0.270
34 C -0.052
35 C -0.014
36 C -0.224
37 C -0.062
38 C -0.143
39 C -0.204
40 C -0.035
41 C -0.020
42 C -0.282
43 C -0.062
44 C -0.015
45 C -0.225
46 C -0.045
47 C -0.203
48 C -0.269
49 C -0.037
50 C -0.029
51 C -0.279
52 C -0.059
53 C -0.024
54 C -0.219
55 C -0.023
56 H 0.068
57 H 0.064
58 H 0.075
59 H 0.107
60 H 0.071
61 H 0.079
62 H 0.049
63 H 0.052
64 H 0.088
65 H 0.073
66 H 0.124
67 H 0.122
68 H 0.099
69 H 0.124
70 H 0.126
71 H 0.100
72 H 0.123
73 H 0.079
74 H 0.061
75 H 0.075
76 H 0.111
77 H 0.071
78 H 0.059
79 H 0.075
80 H 0.115
81 H 0.035
82 H 0.083
83 H 0.074
84 H 0.079
85 H 0.070
86 H 0.031
87 H 0.107
88 H 0.067
89 H 0.071
90 H 0.076
91 H 0.113
92 H 0.073
93 H 0.078
94 H 0.023
95 H 0.056
96 H 0.084
97 H 0.090
98 H 0.120
99 H 0.069